Entry 1:
# C43H44BrCl2FeN3O2SSiTe

A molecular structure, C43H44BrCl2FeN3O2SSiTe (ωB97M-V/def2-TZVPD, OMol25).

Values from the calculation:
Spin multiplicity   6
Molar mass   1029.25 u
Kohn-Sham gap (spin up / spin down)   6.90 / 7.11 eV
Net charge   +1
Energy above the lowest of the compared OMol25 structures with the same formula, charge and spin   0.000 eV
<S²>   8.7662

Last column: Löwdin charge in e.
Geometry (Å):
1 Fe 0.157410 0.228726 0.031839  0.604
2 Cl -0.467845 0.807552 3.645204  0.546
3 C 0.927923 0.748415 4.752898  -0.955
4 Cl 2.454876 0.528013 3.906347  0.564
5 H 0.770341 -0.089393 5.421528  0.030
6 H 0.952593 1.691060 5.286559  0.034
7 C -1.872993 0.287160 0.279148  -0.346
8 Si -2.326756 1.947910 -0.436252  0.592
9 C -0.984352 3.052129 0.273914  -0.207
10 N 0.370971 2.439595 0.136354  -0.241
11 C 1.300560 2.927339 1.186185  -0.205
12 C 1.655010 4.404346 1.036275  -0.154
13 C 1.977510 4.764540 -0.423252  -0.172
14 C 2.209113 3.499963 -1.237476  -0.170
15 C 0.944167 2.654621 -1.244969  -0.168
16 C -3.976021 2.518237 0.217887  -0.235
17 C -4.163233 2.686091 1.594985  -0.100
18 C -5.389080 3.072567 2.111905  -0.081
19 C -6.460148 3.293945 1.255713  -0.081
20 C -6.300257 3.125768 -0.110447  -0.077
21 C -5.067656 2.740740 -0.622623  -0.083
22 C -2.373996 1.987070 -2.296519  -0.272
23 C -2.764566 0.860529 -3.024427  -0.130
24 C -2.912908 0.911179 -4.404317  -0.076
25 C -2.673666 2.096569 -5.081917  -0.074
26 C -2.291822 3.231032 -4.378627  -0.071
27 C -2.149469 3.174418 -3.000853  -0.104
28 H -2.321095 -0.537764 -0.275656  -0.014
29 H -2.231498 0.247957 1.310721  -0.001
30 H -1.195434 3.152337 1.342656  0.087
31 H -0.997134 4.065345 -0.142087  0.097
32 H 2.189005 2.302088 1.145369  0.097
33 H 0.823786 2.753315 2.148002  0.074
34 H 2.508528 4.605618 1.685891  0.118
35 H 0.833420 5.023933 1.399451  0.108
36 H 2.841901 5.425041 -0.478756  0.113
37 H 1.138952 5.310641 -0.864480  0.111
38 H 3.042564 2.929020 -0.825066  0.095
39 H 2.463723 3.742328 -2.270603  0.126
40 H 1.146753 1.694808 -1.726731  0.075
41 H 0.185834 3.155486 -1.845533  0.100
42 H -3.343120 2.507104 2.284261  0.091
43 H -5.513097 3.198941 3.179352  0.104
44 H -7.418015 3.599023 1.655852  0.106
45 H -7.134419 3.295210 -0.778235  0.106
46 H -4.956975 2.616339 -1.693552  0.098
47 H -2.962125 -0.074098 -2.511885  0.087
48 H -3.221049 0.028451 -4.949376  0.106
49 H -2.792749 2.140933 -6.156441  0.107
50 H -2.111214 4.160027 -4.903704  0.107
51 H -1.874704 4.078970 -2.468302  0.103
52 S 0.007812 -0.931963 -2.125799  0.754
53 C 1.316704 -2.029605 -2.241789  -0.708
54 N 1.026719 -3.342183 -2.434529  0.102
55 C 1.957348 -4.312914 -2.515696  -0.032
56 C 3.272807 -3.968372 -2.434639  0.009
57 C 3.534231 -2.597521 -2.291194  -0.059
58 N 2.606110 -1.666365 -2.208062  0.114
59 H 0.042369 -3.580363 -2.471883  0.139
60 H 1.597636 -5.324032 -2.632680  0.135
61 H 4.053610 -4.709289 -2.478713  0.122
62 H 4.558754 -2.240211 -2.244548  0.131
63 Te 0.204813 -2.009686 1.758717  1.557
64 C 0.405005 -3.892518 0.804116  -0.451
65 C -0.613099 -4.450821 0.039363  -0.139
66 C -0.467650 -5.726750 -0.492114  -0.090
67 C 0.703426 -6.441667 -0.277200  -0.098
68 C 1.725384 -5.877124 0.473929  -0.077
69 C 1.578524 -4.607352 1.018316  -0.128
70 C -1.765471 -2.378804 2.459429  -0.500
71 C -1.900863 -2.477033 3.840716  -0.166
72 C -3.134370 -2.769170 4.409075  -0.074
73 C -4.239734 -2.970815 3.598401  -0.072
74 C -4.113769 -2.868323 2.219667  -0.066
75 C -2.884403 -2.567473 1.653200  -0.151
76 H -1.532809 -3.910467 -0.131900  0.085
77 H -1.278976 -6.166539 -1.058231  0.111
78 H 0.813544 -7.439645 -0.680854  0.111
79 H 2.636032 -6.432631 0.656076  0.112
80 H 2.374274 -4.180050 1.612551  0.097
81 H -1.040418 -2.335532 4.483840  0.081
82 H -3.226628 -2.843487 5.484332  0.108
83 H -5.199870 -3.204402 4.038235  0.109
84 H -4.976225 -3.015303 1.583100  0.109
85 H -2.819030 -2.450116 0.580325  0.079
86 Br 8.881203 0.519581 -0.755889  0.771
87 C 7.069080 0.140364 -0.410357  -0.694
88 C 6.086236 0.838851 -1.097617  -0.108
89 C 4.754946 0.555640 -0.838966  -0.023
90 C 4.410437 -0.425230 0.083428  -0.153
91 C 5.407786 -1.121402 0.755937  -0.009
92 C 6.743867 -0.834563 0.520581  -0.110
93 C 2.975416 -0.742102 0.363287  -0.625
94 O 2.681417 -1.856922 0.796004  -0.122
95 O 2.132186 0.202017 0.119189  -0.183
96 H 6.362578 1.594108 -1.819750  0.105
97 H 3.972542 1.077705 -1.370184  0.105
98 H 5.127908 -1.884110 1.470117  0.122
99 H 7.525083 -1.356556 1.054429  0.105

Forces on the atoms, in the same order (eV/Å):
0.148 -0.036 -0.334
-0.022 0.081 -0.005
-0.100 0.030 0.025
0.014 -0.002 -0.083
0.034 0.011 0.006
0.025 -0.035 0.016
0.138 0.125 -0.244
-0.343 -0.168 0.214
0.390 0.303 -0.061
-0.095 -0.230 -0.163
-0.026 0.034 -0.023
-0.093 0.040 0.011
-0.004 0.011 -0.013
-0.006 0.028 -0.012
0.003 0.150 0.083
-0.112 0.094 0.102
-0.005 -0.009 -0.022
-0.003 -0.009 -0.018
-0.011 0.016 0.018
0.034 -0.016 0.009
0.001 0.038 -0.019
0.011 -0.067 -0.149
0.038 0.036 -0.035
0.001 -0.001 0.028
-0.001 -0.003 -0.020
0.016 0.023 0.014
-0.052 -0.037 -0.023
-0.016 -0.041 0.080
0.020 -0.030 0.009
-0.009 -0.021 0.015
0.063 0.048 0.065
0.033 0.012 0.006
-0.002 -0.070 0.036
-0.003 -0.001 0.006
0.021 0.004 0.047
0.004 0.007 0.002
0.016 0.025 -0.018
0.026 0.032 0.000
-0.002 -0.033 -0.011
-0.009 -0.036 -0.006
-0.013 -0.036 0.006
0.021 -0.003 0.002
0.002 0.006 0.014
-0.012 -0.005 0.006
-0.008 0.003 -0.015
0.009 0.002 -0.016
-0.011 -0.014 0.019
0.004 -0.011 -0.001
0.007 -0.003 -0.009
-0.010 0.003 -0.003
0.005 0.014 0.012
-0.234 -0.148 -0.107
0.683 0.105 -0.020
-0.210 -0.090 -0.031
0.035 0.062 -0.044
-0.146 0.235 0.036
0.187 -0.137 -0.038
-0.361 0.045 -0.047
0.040 -0.081 0.099
-0.050 0.042 -0.022
0.045 0.013 -0.022
-0.009 -0.008 0.019
-0.078 -0.242 0.464
0.031 0.120 -0.093
-0.025 -0.031 0.027
0.001 0.009 -0.010
-0.003 0.001 0.037
-0.012 0.003 -0.001
0.011 -0.018 -0.005
-0.003 -0.081 -0.024
-0.066 -0.064 0.020
0.035 0.034 -0.009
-0.009 -0.005 -0.015
0.001 0.011 0.019
-0.035 0.093 0.021
-0.012 -0.003 0.004
-0.013 -0.009 -0.016
-0.009 -0.027 0.004
0.012 -0.013 0.007
0.002 0.015 -0.018
0.019 -0.013 -0.007
-0.003 -0.005 0.013
-0.011 0.001 0.005
-0.014 0.008 -0.005
0.018 -0.026 -0.005
0.108 0.030 -0.012
-0.066 -0.010 0.004
-0.028 -0.038 0.016
0.036 0.003 -0.005
-0.009 0.120 0.104
0.030 -0.012 -0.019
-0.055 -0.002 -0.007
0.224 0.196 -0.046
-0.046 -0.155 0.000
-0.116 -0.161 0.209
0.004 -0.005 -0.017
-0.020 0.001 -0.019
-0.001 -0.005 0.012
0.008 -0.017 -0.007

---

Entry 2:
# C43H44GeN3OsP2

A molecular structure, C43H44GeN3OsP2 at a distorted geometry (ωB97M-V/def2-TZVPD, OMol25).

Values from the calculation:
Molar mass   927.63 u
Kohn-Sham gap   6.60 eV
Net charge   +1
Energy above the lowest of the compared OMol25 structures with the same formula, charge and spin   1.631 eV

Last column: Löwdin charge in e.
Geometry (Å):
1 Os 0.973268 -0.957334 -2.032623  0.936
2 C 0.031190 -4.067831 1.024997  -0.023
3 C 0.143612 -3.339558 -0.224043  -0.140
4 N 0.481528 -2.105342 -0.337404  -0.069
5 C 0.616014 -1.357867 0.904911  -0.276
6 C 0.882171 -2.114579 2.134807  -0.173
7 C 0.439823 -3.484317 2.160746  -0.003
8 C 1.515196 -1.514894 3.163985  -0.019
9 C 2.253592 -0.300088 2.958695  -0.054
10 C 2.234730 0.363654 1.786910  -0.004
11 C 1.280361 0.033333 0.729255  -0.353
12 N 1.521831 0.350432 -0.661093  -0.106
13 C 2.110989 1.541361 -1.085556  -0.212
14 C 2.515028 2.612910 -0.329107  -0.009
15 C 3.218231 3.692224 -0.918372  -0.051
16 C 3.457441 3.741202 -2.256081  -0.033
17 C 2.920713 2.724550 -3.089236  -0.149
18 C 3.010122 2.757164 -4.495099  0.013
19 C 2.363282 1.804962 -5.228237  -0.031
20 C 1.677215 0.780825 -4.562021  -0.141
21 N 1.650601 0.648885 -3.250515  -0.060
22 C 2.241534 1.645878 -2.502282  -0.147
23 H -0.277611 -5.103387 1.002125  0.110
24 H -0.041338 -3.857999 -1.154382  0.078
25 H 0.506115 -4.047248 3.084977  0.131
26 H 1.596118 -2.035851 4.111240  0.131
27 H 2.936729 0.023432 3.733909  0.118
28 H 3.004224 1.093182 1.589098  0.111
29 H 2.290090 2.660287 0.724531  0.085
30 H 3.570149 4.490328 -0.277129  0.114
31 H 4.016140 4.553418 -2.702327  0.117
32 H 3.574176 3.548804 -4.973350  0.128
33 H 2.374939 1.817585 -6.309104  0.115
34 H 1.122813 0.047931 -5.128255  0.081
35 C 2.835275 -2.386298 -4.745990  -0.238
36 P 1.388980 -2.572631 -3.647835  0.656
37 C 1.557054 -4.364206 -3.312492  -0.239
38 C 0.005579 -2.527737 -4.832336  -0.413
39 C -1.253848 -2.608029 -4.001851  -0.393
40 P -1.216574 -1.245023 -2.727727  0.718
41 C -2.255509 0.002075 -3.539628  -0.230
42 C -2.343467 -1.982421 -1.494752  -0.227
43 H 2.843031 -3.191750 -5.481215  0.054
44 H 3.748180 -2.444870 -4.151363  0.053
45 H 2.835085 -1.430171 -5.263326  0.024
46 H 1.592949 -4.907793 -4.256930  0.054
47 H 0.744758 -4.764682 -2.710315  0.021
48 H 2.489619 -4.533757 -2.771871  0.056
49 H 0.063962 -3.307972 -5.596022  0.097
50 H 0.047749 -1.566640 -5.349652  0.062
51 H -1.314002 -3.548395 -3.446614  0.071
52 H -2.139249 -2.554520 -4.640061  0.091
53 H -3.150889 -0.481028 -3.926820  0.052
54 H -1.709526 0.478926 -4.354134  0.043
55 H -2.545372 0.774707 -2.825097  0.052
56 H -3.377463 -1.856621 -1.818361  0.061
57 H -2.218441 -1.496149 -0.527623  0.014
58 H -2.133820 -3.040320 -1.371640  0.035
59 C -0.208879 -0.083712 1.033556  -0.143
60 Ge -0.984517 0.859036 2.583802  1.064
61 C -2.801564 1.204770 1.951201  -0.261
62 C -3.555755 0.133162 1.466718  -0.125
63 C -4.854802 0.313614 1.012968  -0.085
64 C -5.429789 1.577204 1.053835  -0.085
65 C -4.699814 2.650444 1.541654  -0.077
66 C -3.394365 2.465724 1.982553  -0.100
67 C -1.128464 -0.174262 4.221780  -0.268
68 C -1.635648 -1.473826 4.150265  -0.124
69 C -1.803497 -2.239194 5.293231  -0.078
70 C -1.461208 -1.716070 6.535166  -0.080
71 C -0.962755 -0.426386 6.623843  -0.076
72 C -0.811440 0.344469 5.475319  -0.096
73 C -0.019567 2.544901 2.634500  -0.265
74 C -0.228677 3.408823 1.556528  -0.131
75 C 0.369097 4.661944 1.513219  -0.087
76 C 1.181965 5.075779 2.558414  -0.081
77 C 1.425447 4.217974 3.623883  -0.074
78 C 0.836334 2.961052 3.656286  -0.103
79 H -0.785424 0.108168 0.135346  0.083
80 H -3.123498 -0.863019 1.449600  0.081
81 H -5.421593 -0.529482 0.636845  0.103
82 H -6.446002 1.722695 0.710309  0.105
83 H -5.147754 3.635132 1.582135  0.106
84 H -2.834334 3.318638 2.347728  0.097
85 H -1.902417 -1.899588 3.187607  0.093
86 H -2.189210 -3.248653 5.217290  0.106
87 H -1.601991 -2.307695 7.430707  0.106
88 H -0.684302 -0.017377 7.586730  0.107
89 H -0.471380 1.366890 5.575055  0.085
90 H -0.870511 3.102972 0.736321  0.107
91 H 0.193716 5.314693 0.666932  0.110
92 H 1.619540 6.065965 2.547476  0.106
93 H 2.066672 4.534157 4.437222  0.107
94 H 1.061307 2.300311 4.483660  0.087

Forces on the atoms, in the same order (eV/Å):
-1.487 0.293 -0.209
-0.183 0.031 -0.542
0.023 -0.443 0.253
0.196 0.339 0.359
-0.197 -0.141 -0.054
-0.017 -0.261 -0.244
0.192 0.365 0.231
0.442 0.043 0.148
-0.142 -0.059 0.175
0.110 -0.228 -0.175
-0.458 0.477 -0.145
0.913 -0.055 0.194
-0.423 -0.293 0.105
0.126 0.246 0.032
-0.109 -0.090 0.142
-0.010 -0.031 -0.153
0.035 0.092 -0.001
0.041 0.068 0.077
-0.062 -0.051 -0.045
-0.085 0.035 -0.097
0.297 0.078 0.212
-0.028 -0.187 -0.028
-0.015 0.023 -0.091
0.146 -0.129 0.051
-0.062 0.102 0.038
0.010 0.043 -0.007
-0.001 -0.042 0.001
-0.026 0.013 0.021
0.050 0.018 0.002
-0.023 -0.012 0.012
-0.037 0.004 -0.005
-0.054 0.009 -0.007
-0.029 -0.007 0.014
0.101 -0.058 -0.019
0.160 0.031 0.218
-0.008 0.290 0.010
0.029 0.057 0.133
0.010 -0.337 -0.294
-0.547 0.267 -0.110
0.979 -1.336 -0.572
0.240 0.439 0.277
-0.146 0.502 0.194
0.004 0.017 -0.016
0.015 -0.005 -0.027
-0.017 0.013 0.010
0.025 -0.012 0.008
-0.020 -0.014 -0.068
-0.018 -0.015 0.013
0.006 -0.038 0.070
-0.035 -0.035 -0.071
0.082 -0.051 -0.088
-0.090 0.026 0.138
-0.018 0.001 -0.001
-0.013 -0.013 -0.012
0.012 0.027 -0.034
0.001 -0.043 -0.012
-0.096 0.003 -0.017
-0.025 -0.026 -0.044
0.390 0.031 0.145
-0.164 -0.209 -0.211
-0.105 0.011 -0.041
0.027 0.068 -0.013
0.024 -0.008 0.026
0.002 -0.014 -0.020
0.024 0.005 0.011
-0.009 -0.036 -0.009
0.007 0.008 0.153
0.016 0.044 0.009
0.045 -0.008 -0.009
-0.014 -0.014 -0.019
0.032 0.012 -0.030
-0.068 -0.057 -0.003
0.007 0.160 0.075
0.018 0.018 0.053
-0.021 -0.016 0.001
-0.001 -0.019 0.000
0.005 0.003 -0.012
-0.011 0.001 -0.064
0.074 0.071 -0.059
-0.037 -0.005 -0.015
-0.003 0.001 0.023
0.010 0.000 0.001
0.007 0.001 -0.006
-0.029 -0.003 0.039
0.022 -0.015 0.019
-0.049 0.033 0.008
0.052 -0.010 -0.015
-0.073 0.025 0.002
0.055 -0.015 0.005
-0.011 0.024 0.011
-0.012 0.002 0.019
0.033 -0.023 -0.014
0.007 -0.016 -0.018
-0.016 0.012 0.007